# 1
Here is a cluster of 2 separate species, C4H5FN2OS in total at a distorted geometry from the OMol25 dataset. Energies are from the ωB97M-V functional and the def2-TZVPD basis.

Calculated values
Lowest unoccupied orbital energy (alpha / beta) ... -0.9842 / -0.0209 eV
Kohn-Sham gap (alpha / beta) ... 7.884 / 8.494 eV
Energy ... -22804.863 eV
Energy above the lowest of the compared OMol25 structures with the same formula, charge and spin ... 67.6 kcal/mol
Charge ... 0

Positions of all 14 atoms, in Å:
C -0.944 0.989 0.584
C -2.205 0.606 0.090
C -0.077 0.796 -0.416
C 1.696 -1.750 0.693
N -2.050 0.014 -1.121
N -0.765 0.200 -1.422
O 2.103 1.914 0.501
F 0.715 -2.098 -0.188
S 1.752 0.839 -0.397
H -0.708 1.370 1.575
H -3.134 1.062 0.466
H 2.650 -1.935 0.233
H 1.443 -1.843 1.793
H -0.479 -0.165 -2.391

***

# 2
Here is the molecule C4H5FN2S at a distorted geometry from the OMol25 dataset. Energies are from the ωB97M-V functional and the def2-TZVPD basis.

Calculated values
Lowest unoccupied orbital energy ... -0.7883 eV
Kohn-Sham gap ... 8.347 eV
Energy ... -20758.696 eV
SMILES ... C[C@@]1(F)C=NNC1=S
Energy above the lowest of the compared OMol25 structures with the same formula, charge and spin ... 76.0 kcal/mol
Charge ... 0

Positions of all 13 atoms, in Å:
C -0.372 -1.450 0.793
C 0.008 -0.357 -0.322
F 0.075 -1.233 -1.467
C -1.147 0.600 -0.536
N -0.749 1.871 -0.499
N 0.525 1.829 0.143
C 1.283 0.680 -0.155
S 2.806 0.041 -0.329
H 0.406 -2.140 1.058
H -0.413 -0.908 1.637
H -1.291 -2.084 0.473
H -2.138 0.481 -0.574
H 1.008 2.670 -0.222

***

# 3
Here is a structure of composition C4H5FO at a distorted geometry from the OMol25 dataset. Energies are from the ωB97M-V functional and the def2-TZVPD basis.

Calculated values
Lowest unoccupied orbital energy ... 0.8559 eV
Kohn-Sham gap ... 9.698 eV
Energy ... -8989.872 eV
Energy above the lowest of the compared OMol25 structures with the same formula, charge and spin ... 72.8 kcal/mol
Charge ... 0

Positions of all 11 atoms, in Å:
C 0.018 -0.378 0.128
C 1.230 -0.192 -0.394
C 0.548 1.496 0.579
C -1.265 -1.043 -0.194
O 1.747 1.053 -0.171
F 2.140 -1.078 -0.960
H -0.195 2.143 0.187
H 0.620 1.421 1.608
H -1.298 -2.115 -0.046
H -1.464 -0.642 -1.222
H -2.081 -0.666 0.486

***

# 4
Here is the molecule C4H5FO2 at a distorted geometry from the OMol25 dataset. Energies are from the ωB97M-V functional and the def2-TZVPD basis.

Calculated values
Lowest unoccupied orbital energy ... 0.9468 eV
Kohn-Sham gap ... 9.459 eV
Energy ... -11038.490 eV
SMILES ... FCC1OC=CO1
Energy above the lowest of the compared OMol25 structures with the same formula, charge and spin ... 69.1 kcal/mol
Charge ... 0

Positions of all 12 atoms, in Å:
F -0.406 1.674 1.741
C -0.811 1.000 0.583
C 0.433 0.476 -0.231
O 0.067 0.079 -1.434
C -0.144 -1.241 -1.353
C 0.190 -1.665 -0.149
O 0.920 -0.698 0.527
H -1.423 0.070 1.025
H -1.468 1.742 -0.012
H 1.082 1.334 -0.234
H -0.624 -1.807 -2.239
H 0.175 -2.868 -0.058

***

# 5
Here is the molecule C4H5FOS at a distorted geometry from the OMol25 dataset. Energies are from the ωB97M-V functional and the def2-TZVPD basis.

Calculated values
Lowest unoccupied orbital energy ... 0.5163 eV
Kohn-Sham gap ... 9.235 eV
Energy ... -19827.375 eV
SMILES ... CC(=S)O/C=C\F
Energy above the lowest of the compared OMol25 structures with the same formula, charge and spin ... 27.9 kcal/mol
Charge ... 0

Positions of all 12 atoms, in Å:
C 1.036 -1.029 -0.024
C 1.333 0.409 0.359
S 2.800 1.046 0.550
O 0.290 1.181 0.563
C -1.040 0.843 0.518
C -1.745 0.406 -0.557
F -1.253 0.334 -1.787
H 0.460 -1.560 0.681
H 1.952 -1.549 -0.255
H 0.475 -1.061 -0.996
H -1.505 0.843 1.485
H -2.802 0.137 -0.537

***

# 6
Here is the molecule C4H5FS2 at a distorted geometry from the OMol25 dataset. Energies are from the ωB97M-V functional and the def2-TZVPD basis.

Calculated values
Lowest unoccupied orbital energy ... -0.3934 eV
Kohn-Sham gap ... 8.334 eV
Energy ... -28615.319 eV
SMILES ... F[C@H]1C[C@H]1C(=S)S
Energy above the lowest of the compared OMol25 structures with the same formula, charge and spin ... 14.5 kcal/mol
Charge ... 0

Positions of all 12 atoms, in Å:
F 0.501 -0.803 1.925
C 0.814 -1.010 0.602
C -0.272 -1.353 -0.306
C 0.470 -0.024 -0.427
C -0.156 1.321 -0.260
S 0.752 2.702 -0.249
S -1.843 1.346 -0.048
H 1.786 -1.521 0.532
H -1.256 -1.232 0.121
H -0.060 -2.138 -1.060
H 1.288 0.091 -1.174
H -2.024 2.620 0.344